Record 1
Computed, not measured: a 2-piece molecular cluster, C3H2N4O overall at a distorted geometry, with wB97M-V/def2-TZVPD.

XYZ file:
```
10
C3H2N4O (wB97M-V/def2-TZVPD)
C -1.565 -1.289 0.444
C -0.865 -1.478 -0.664
C 1.060 0.780 0.832
N -2.352 -1.008 1.240
N -0.276 -1.663 -1.663
N 1.225 -0.340 1.077
N 0.925 2.055 0.686
O 0.199 -1.933 -2.680
H 0.006 2.445 0.674
H 1.643 2.431 0.053
```

## Properties
- SMILES = N#CC#[N+][O-].N#CN
- LUMO level (eV) = 0.290
- E_tot (hartree) = -409.636339
- energy relative to the best compared isomer or geometry (same formula, charge and spin) (kcal/mol) = 57.6
- gap between HOMO and LUMO (eV) = 10.46

These are the natural (NBO) partial charges, in e, on atoms 1 to 5:
1 C 0.19
2 C 0.05
3 C 0.42
4 N -0.24
5 N 0.31

***

Record 2
Computed, not measured: a single C23H16N2S2 molecule at a distorted geometry, with wB97M-V/def2-TZVPD.

XYZ file:
```
43
C23H16N2S2 (wB97M-V/def2-TZVPD)
S 1.926 -1.568 -4.246
N -0.289 1.058 0.516
S 2.288 -3.228 -1.054
C 0.863 -0.653 -3.352
C 2.277 -4.888 -0.510
C 1.220 -5.182 0.294
C 0.373 -4.049 0.480
C 0.821 -2.936 -0.169
C -0.088 0.209 1.535
C -0.280 0.624 -0.750
C -0.335 1.869 5.510
C -0.071 2.673 4.369
C -0.524 0.484 5.327
C -1.977 3.508 -2.545
C -1.380 3.478 -3.822
C 0.362 -1.065 1.315
C 0.003 2.125 3.129
C -0.458 -0.073 4.026
C -1.576 2.589 -1.596
C -0.331 2.593 -4.063
C 0.384 -1.573 0.013
C -0.181 0.753 2.916
C -0.651 1.618 -1.854
C -0.038 1.620 -3.111
C 0.003 -0.729 -1.049
N 0.979 0.707 -3.497
C -0.131 -1.277 -2.473
H 3.048 -5.581 -0.780
H 1.145 -6.136 0.818
H -0.453 -4.058 1.195
H -0.407 2.294 6.518
H 0.013 3.733 4.493
H -0.831 -0.132 6.152
H -2.817 4.180 -2.343
H -1.722 4.208 -4.518
H 0.676 -1.733 2.159
H 0.277 2.752 2.300
H -0.636 -1.153 3.924
H -2.069 2.666 -0.615
H 0.175 2.596 -5.055
H 1.630 1.059 -4.206
H -1.133 -1.027 -2.867
H -0.088 -2.353 -2.512
```

## Properties
- SMILES = S=C1Cc2c(-c3cccs3)cc(-c3ccccc3)nc2-c2ccccc2N1
- LUMO level (eV) = 0.159
- E_tot (hartree) = -1791.958438
- gap between HOMO and LUMO (eV) = 8.35

These are the natural (NBO) partial charges, in e, on atoms 1 to 5:
1 S -0.15
2 N -0.43
3 S 0.47
4 C 0.16
5 C -0.39

***

Record 3
Computed, not measured: C11H17N3O7P2Pt as an isolated structure at a distorted geometry, with wB97M-V/def2-TZVPD.

XYZ file:
```
41
C11H17N3O7P2Pt (wB97M-V/def2-TZVPD)
Pt -0.688 0.219 -0.870
O -3.833 1.365 -3.040
P -2.715 1.097 -2.026
O -1.299 1.689 -2.271
O -2.367 -0.417 -1.805
O -3.167 1.737 -0.666
P -3.305 0.744 0.672
O -3.560 1.749 1.841
O -4.257 -0.324 0.435
O -1.755 0.431 0.886
H -3.673 1.237 -3.989
H -4.494 1.797 2.101
C 1.686 4.915 -0.435
C 1.463 3.508 -0.062
C 1.839 2.819 1.146
C 1.353 1.528 1.037
N 0.750 1.394 -0.164
N 0.829 2.626 -0.804
C 1.454 0.412 2.015
H 2.619 5.278 -0.009
H 0.878 5.515 -0.002
H 1.679 5.058 -1.514
H 2.378 3.256 1.970
H 0.283 2.745 -1.653
H 1.416 0.806 3.028
H 2.402 -0.112 1.889
H 0.631 -0.288 1.894
C 1.719 -5.446 0.390
C 1.164 -4.086 0.125
C 1.781 -3.202 -0.762
C 1.243 -1.959 -0.992
N 0.118 -1.570 -0.368
C -0.513 -2.401 0.485
C -0.009 -3.652 0.747
H 2.728 -5.553 -0.001
H 1.084 -6.196 -0.088
H 1.724 -5.658 1.459
H 2.685 -3.481 -1.286
H 1.698 -1.256 -1.680
H -1.424 -2.028 0.932
H -0.545 -4.294 1.434
```

## Properties
- LUMO level (spin up / spin down) (eV) = -10.712 / -10.713
- E_tot (hartree) = -1921.926831
- net charge = +2
- energy relative to the best compared isomer or geometry (same formula, charge and spin) (kcal/mol) = 12.2
- gap between HOMO and LUMO (spin up / spin down) (eV) = 5.41 / 5.41

These are the natural (NBO) partial charges, in e, on atoms 1 to 5:
1 Pt 1.62
2 O -0.93
3 P 2.53
4 O -1.04
5 O -0.97

***

Question: Among the records above, which one has the highest E_tot?
Answer: C3H2N4O

***

Question: The lowest E_tot belongs to which entry?
Answer: C11H17N3O7P2Pt